No. 1
C5H9NO | ωB97M-V with the def2-TZVPD basis set

Properties
LUMO level = 0.82 eV
SMILES = Cc1ccc[nH]1.O
spin multiplicity = 1
energy relative to the best compared isomer or geometry (same formula, charge and spin) = 109.7 kJ/mol
F_max = 2.10 eV/Å

The geometry in XYZ format:
```
16
Properties=species:S:1:pos:R:3:forces:R:3
O -1.909 1.911 0.534 -0.2 0.5 -0.1
N 0.912 0.446 0.323 -0.6 -1.5 0.2
C 0.311 -0.414 -0.548 -0.4 -0.7 -1.6
C -0.517 -0.790 1.495 -1.0 -0.3 -1.1
C -0.672 -1.122 0.081 0.5 0.8 1.9
C 0.893 -0.635 -1.906 0.2 1.1 -0.6
C 0.434 0.166 1.598 1.2 0.5 0.1
H 1.133 0.335 -2.359 0.1 -0.1 0.0
H 1.743 0.915 0.050 0.6 0.4 0.3
H -1.394 1.108 0.446 0.0 -0.3 0.0
H -1.171 -1.208 2.236 0.1 0.2 0.4
H 1.822 -1.204 -1.873 0.1 -0.1 0.2
H 0.266 -1.130 -2.638 -0.5 -0.2 0.3
H -1.257 2.612 0.447 -0.1 0.0 0.0
H -1.523 -1.660 -0.296 0.4 -0.4 -0.4
H 0.930 0.672 2.408 -0.4 -0.1 0.3
```
Forces are in eV/Å.

***

No. 2
C5H9NO | ωB97M-V with the def2-TZVPD basis set

Properties
LUMO level = 0.47 eV
spin multiplicity = 1
energy relative to the best compared isomer or geometry (same formula, charge and spin) = 410.0 kJ/mol
F_max = 0.48 eV/Å

The geometry in XYZ format:
```
16
Properties=species:S:1:pos:R:3:forces:R:3
O 1.726 -0.550 -0.972 -0.1 0.2 0.0
N -0.163 -1.533 -0.212 0.4 0.0 -0.2
C 1.020 0.515 -0.640 -0.1 -0.3 0.0
C -1.354 0.392 -1.159 -0.1 0.1 -0.1
C -0.662 0.378 1.274 0.0 0.0 0.1
C -0.293 -0.063 -0.144 -0.1 0.2 0.0
C 0.978 -1.728 -0.686 -0.3 -0.1 0.1
H 1.483 -2.657 -0.920 -0.1 0.1 0.0
H -0.657 1.469 1.343 0.0 -0.2 0.0
H 2.378 1.172 1.800 0.0 0.0 0.0
H -1.488 1.475 -1.095 0.0 -0.2 0.0
H -2.300 -0.110 -0.939 0.1 0.1 0.0
H 0.040 -0.020 2.012 -0.1 0.1 -0.2
H 2.173 1.346 1.103 0.1 0.0 0.1
H -1.052 0.138 -2.180 -0.1 0.0 0.1
H -1.664 0.009 1.517 0.1 0.0 -0.1
```
Forces are in eV/Å.

***

No. 3
C5H9NO | ωB97M-V with the def2-TZVPD basis set

Properties
LUMO level = 0.96 eV
SMILES = C=C(O)[C@@H]1CN1C
spin multiplicity = 1
energy relative to the best compared isomer or geometry (same formula, charge and spin) = 241.9 kJ/mol
F_max = 0.35 eV/Å

The geometry in XYZ format:
```
16
Properties=species:S:1:pos:R:3:forces:R:3
O 1.802 -1.374 1.284 0.0 -0.1 0.2
N -0.725 0.519 -0.589 0.0 0.0 0.0
C 0.484 1.304 -0.464 0.1 0.3 0.0
C -0.366 -0.698 2.051 0.1 0.0 -0.1
C 0.590 -0.765 1.126 -0.3 0.2 0.0
C 0.493 -0.169 -0.236 0.1 -0.2 0.0
C -1.226 0.294 -1.932 -0.1 0.0 -0.2
H -1.824 -0.622 -1.941 0.1 0.1 0.0
H 1.833 -1.763 2.167 0.1 0.0 -0.1
H 0.987 -0.761 -1.010 -0.1 0.1 0.1
H 0.960 1.669 -1.376 -0.1 -0.1 0.1
H -0.238 -1.131 3.040 0.0 0.1 -0.2
H -0.427 0.197 -2.689 -0.1 0.0 0.2
H -1.873 1.128 -2.219 0.1 -0.1 0.0
H -1.299 -0.202 1.814 0.2 -0.1 0.0
H 0.520 1.980 0.387 0.0 -0.1 -0.1
```
Forces are in eV/Å.

***

No. 4
C5H9NO | ωB97M-V with the def2-TZVPD basis set

Properties
LUMO level = 0.86 eV
spin multiplicity = 1
energy relative to the best compared isomer or geometry (same formula, charge and spin) = 531.1 kJ/mol
F_max = 0.47 eV/Å

The geometry in XYZ format:
```
16
Properties=species:S:1:pos:R:3:forces:R:3
O 1.257 -2.028 -0.170 0.3 0.4 0.1
N -1.297 1.447 -0.448 -0.1 -0.2 -0.1
C 1.486 0.345 -0.465 -0.2 0.0 0.1
C -1.624 -0.098 1.449 0.2 0.0 0.0
C 1.946 -1.040 -0.089 -0.3 -0.2 0.0
C -1.346 0.184 -0.031 -0.4 0.1 0.0
C 0.060 0.455 -0.992 0.3 -0.1 -0.3
H -2.713 0.070 1.474 0.2 -0.1 0.1
H 3.010 -1.111 0.231 -0.2 0.0 0.0
H -0.141 -0.269 -1.784 0.0 0.1 0.1
H 1.718 1.062 0.330 -0.1 -0.1 0.0
H 0.000 1.432 -1.493 0.1 0.0 -0.1
H -1.185 0.634 2.131 0.2 -0.1 -0.2
H 2.145 0.643 -1.303 -0.1 0.0 0.3
H -1.468 -1.123 1.799 0.2 0.1 -0.3
H -1.848 -0.602 -0.639 0.0 0.2 0.0
```
Forces are in eV/Å.

***

No. 5
C5H9NO | ωB97M-V with the def2-TZVPD basis set

Properties
LUMO level = 0.81 eV
SMILES = CNC(C)=O.C#C
spin multiplicity = 1
energy relative to the best compared isomer or geometry (same formula, charge and spin) = 312.3 kJ/mol
F_max = 5.72 eV/Å

The geometry in XYZ format:
```
16
Properties=species:S:1:pos:R:3:forces:R:3
O -2.435 -0.289 -0.467 0.9 -0.5 0.2
N -0.452 0.543 0.267 0.2 -1.1 0.4
C -0.802 1.919 0.112 0.0 0.6 0.8
C 2.209 0.516 -0.492 1.5 -4.9 2.6
C -0.634 -1.898 0.091 -2.0 0.8 -0.9
C 2.454 -0.590 0.041 0.7 1.8 -2.9
C -1.294 -0.476 -0.058 0.1 -0.4 -0.1
H -1.349 -2.526 0.647 0.5 0.2 -0.1
H -0.252 2.446 -0.666 0.3 -0.1 -0.2
H -1.851 1.994 -0.159 -0.1 -0.1 0.2
H 1.927 1.492 -0.726 -0.2 0.9 -0.4
H -0.575 -2.299 -0.935 0.0 0.1 0.4
H 0.431 0.264 0.713 -0.9 0.5 -0.5
H 0.346 -1.876 0.520 0.4 0.0 0.4
H -0.608 2.428 1.072 -0.3 0.1 -0.4
H 2.885 -1.648 0.041 -1.0 2.1 0.4
```
Forces are in eV/Å.

***

No. 6
C5H9NO | ωB97M-V with the def2-TZVPD basis set

Properties
LUMO level = 0.87 eV
SMILES = C/C(O)=C1/CN1C
spin multiplicity = 1
energy relative to the best compared isomer or geometry (same formula, charge and spin) = 331.3 kJ/mol
F_max = 0.47 eV/Å

The geometry in XYZ format:
```
16
Properties=species:S:1:pos:R:3:forces:R:3
O -1.887 -1.143 1.188 0.2 -0.2 0.0
N 1.141 0.361 -0.371 0.1 0.1 0.0
C -1.138 -0.109 0.706 0.2 0.3 -0.2
C 0.021 -0.368 0.105 -0.2 0.2 0.2
C -1.653 1.245 1.051 -0.1 0.2 0.0
C 1.336 -0.939 0.331 0.2 -0.4 0.0
C 1.336 0.204 -1.820 0.0 0.1 -0.2
H -1.786 1.254 2.145 0.0 0.0 -0.3
H 1.145 -0.827 -2.161 0.0 0.2 0.1
H 1.731 -1.776 -0.239 0.0 0.1 0.0
H 1.733 -0.819 1.340 0.0 -0.2 -0.2
H -2.612 1.521 0.605 0.1 -0.2 0.0
H 2.368 0.469 -2.075 -0.2 0.0 0.1
H -0.898 1.994 0.801 -0.1 -0.1 -0.1
H 0.659 0.861 -2.375 0.1 0.0 0.2
H -1.496 -1.928 0.770 -0.3 0.0 0.4
```
Forces are in eV/Å.